A | Here is a structure of composition C2H4I2N2 from OMol25. Energies are from ωB97M-V/def2-TZVPD.

Geometry as XYZ:
```
10
Properties=species:S:1:pos:R:3
C -1.7589 0.1953 0.4277
C 1.5452 -0.2902 -0.5179
N -0.6835 0.0439 -0.4648
N 0.3462 -0.2330 0.1593
I 2.7803 -2.0371 0.0148
I 2.5994 1.5599 0.0164
H -1.9759 1.2818 0.3189
H -1.8136 -0.0528 1.5467
H -2.6513 -0.2055 0.0530
H 1.6121 -0.2624 -1.5540
```

Values from the calculation:
molecular weight = 309.9 Da
net charge = 0
LUMO energy = -0.508 eV
gap between HOMO and LUMO = 8.9 eV



B | Here is a structure of composition C2H4I2N2 from OMol25. Energies are from ωB97M-V/def2-TZVPD.

Geometry as XYZ:
```
10
Properties=species:S:1:pos:R:3
C -1.9378 0.1222 0.7149
C 2.0787 -0.1826 -1.0661
N -0.6948 0.4622 0.1302
N -0.0952 1.3654 -0.2370
I 0.9470 -1.8102 -0.2391
I 3.7620 0.5076 0.1251
H -2.4910 0.9609 1.2385
H -1.5442 -0.6361 1.3634
H -2.4697 -0.2904 -0.0657
H 2.4451 -0.4991 -1.9643
```

Values from the calculation:
molecular weight = 309.9 Da
net charge = 0
LUMO energy (alpha / beta) = -0.948 / 0.088 eV
gap between HOMO and LUMO (alpha / beta) = 6.4 / 8.2 eV



Which structure loses on stability? B does.